1.
A structure of composition C11H14Br6O9 in a non-equilibrium geometry. Source: the Open Molecules 2025 dataset; level of theory: the ωB97M-V functional and the def2-TZVPD basis.

Summary:
HOMO energy in eV: -10.13
ΔE to the lowest compared entry with this formula, charge and spin in kJ/mol: 13.3

Geometry as ORCA input:
```
! RIJCOSX wB97M-V def2-TZVPD def2/J DEFGRID3
* xyz 0 1
C -1.06 2.07 -5.45
Br -0.72 0.17 -5.29
Br -2.91 2.44 -5.06
Br -0.64 2.60 -7.30
H -0.38 2.62 -4.82
C 1.36 -0.14 -1.45
Br 0.55 1.41 -2.27
Br 3.12 0.40 -0.76
Br 1.53 -1.56 -2.81
H 0.78 -0.53 -0.63
C 0.30 4.10 1.03
C 1.67 4.01 0.34
O 2.38 3.09 1.14
C 1.53 2.46 1.95
O 1.81 1.67 2.80
O 0.25 2.83 1.71
H -0.51 4.24 0.32
H 0.24 4.92 1.73
H 2.17 4.97 0.36
H 1.56 3.73 -0.71
C -1.19 -3.85 0.27
C -1.29 -2.73 -0.75
O -1.38 -3.49 -1.98
C -1.91 -4.73 -1.69
O -2.36 -5.49 -2.48
O -1.90 -4.88 -0.36
H -1.61 -3.49 1.21
H -0.18 -4.15 0.56
H -0.35 -2.17 -0.80
H -2.18 -2.10 -0.75
C -0.70 -0.29 3.16
C 0.41 -0.70 4.11
O 1.02 -1.82 3.46
C 0.71 -1.75 2.15
O 1.31 -2.31 1.28
O -0.32 -0.94 1.94
H -0.62 0.78 2.97
H -1.69 -0.50 3.56
H 0.04 -0.96 5.10
H 1.18 0.06 4.21
*
```

Mulliken population analysis, charges in e, atoms 1 to 8: number 1, C, carries -0.32; number 2, Br, carries 0.04; number 3, Br, carries 0.00; number 4, Br, carries -0.05; number 5, H, carries 0.26; number 6, C, carries 0.76; number 7, Br, carries 0.07; number 8, Br, carries -0.04

2.
A structure of composition C11H14BrCl2MoN5O6 in a non-equilibrium geometry. Source: the Open Molecules 2025 dataset; level of theory: the ωB97M-V functional and the def2-TZVPD basis.

Summary:
HOMO energy (spin up / spin down) in eV: -15.38 / -15.36
ΔE to the lowest compared entry with this formula, charge and spin in kJ/mol: 207.3

Geometry as ORCA input:
```
! RIJCOSX wB97M-V def2-TZVPD def2/J DEFGRID3
* xyz 2 1
Mo -1.07 0.23 0.40
N 1.93 0.00 -0.37
N 2.42 1.30 -0.48
C 1.57 2.31 -0.37
N 1.98 3.55 -0.48
N 0.27 1.94 -0.12
N -0.71 2.85 -0.01
O -1.79 2.22 0.22
O -0.63 4.03 -0.12
H 2.34 -0.46 0.44
H 2.19 -0.53 -1.19
H 3.40 1.47 -0.63
H 2.94 3.77 -0.68
H 1.32 4.31 -0.41
C -5.13 0.43 0.84
C -4.04 -0.57 0.61
O -4.14 -1.67 0.19
O -2.77 -0.10 0.99
H -6.04 0.09 0.34
H -4.83 1.41 0.49
H -5.32 0.50 1.91
Br -2.90 1.30 -2.85
C -2.67 -0.54 -2.50
C -3.47 -1.50 -3.10
C -3.25 -2.84 -2.80
C -2.26 -3.24 -1.91
C -1.48 -2.28 -1.31
C -1.69 -0.93 -1.59
C -0.49 -2.58 -0.24
O 0.09 -3.59 -0.03
O -0.33 -1.45 0.54
H -4.25 -1.20 -3.78
H -3.88 -3.59 -3.26
H -2.11 -4.28 -1.66
H -0.87 -0.18 -1.39
Cl -0.83 1.09 2.84
C -0.36 -0.25 3.97
Cl 1.12 -1.05 3.48
H -1.18 -0.96 4.00
H -0.20 0.23 4.92
*
```

Mulliken population analysis, charges in e, atoms 1 to 8: number 1, Mo, carries 0.58; number 2, N, carries -0.35; number 3, N, carries -0.32; number 4, C, carries 0.72; number 5, N, carries -0.31; number 6, N, carries -0.31; number 7, N, carries 1.25; number 8, O, carries -0.61

3.
A structure of composition C11H14FO4Pb in a non-equilibrium geometry. Source: the Open Molecules 2025 dataset; level of theory: the ωB97M-V functional and the def2-TZVPD basis.

Summary:
HOMO energy in eV: -11.48

Geometry as ORCA input:
```
! RIJCOSX wB97M-V def2-TZVPD def2/J DEFGRID3
* xyz 1 1
Pb -1.51 1.67 3.93
C 0.04 -0.48 0.51
O 0.46 -0.40 1.86
H -0.64 0.31 0.18
H 0.77 -0.50 -0.29
H -0.38 -1.48 0.37
C 3.42 -5.08 -0.40
C 4.33 -4.17 0.46
C 3.80 -3.76 1.71
O 4.68 -4.25 2.67
C 5.73 -4.97 2.11
O 6.71 -5.53 2.66
O 5.55 -4.79 0.84
H 3.63 -6.14 -0.30
H 3.79 -4.77 -1.38
H 2.35 -4.90 -0.29
H 4.57 -3.33 -0.19
H 2.79 -4.11 1.91
H 3.85 -2.67 1.83
F -3.56 3.39 0.51
C -4.04 4.14 -0.46
C -3.36 5.30 -0.84
C -3.87 6.21 -1.77
C -5.00 5.78 -2.50
C -5.65 4.55 -2.28
C -5.22 3.76 -1.25
H -2.42 5.48 -0.34
H -3.28 7.11 -1.91
H -5.35 6.45 -3.27
H -6.47 4.36 -2.95
H -5.74 2.82 -1.12
*
```

Mulliken population analysis, charges in e, atoms 1 to 8: number 1, Pb, carries 1.31; number 2, C, carries -0.50; number 3, O, carries -0.52; number 4, H, carries 0.20; number 5, H, carries 0.24; number 6, H, carries 0.26; number 7, C, carries -1.23; number 8, C, carries 0.35

4.
An isolated molecule of C11H14INO2 in a non-equilibrium geometry. Source: the Open Molecules 2025 dataset; level of theory: the ωB97M-V functional and the def2-TZVPD basis.

Summary:
HOMO energy in eV: -8.78
SMILES string: CC/C(I)=C(/[C@H](C)O)n1ccccc1=O

Geometry as ORCA input:
```
! RIJCOSX wB97M-V def2-TZVPD def2/J DEFGRID3
* xyz 0 1
C 3.33 -0.28 1.13
C 2.52 -0.74 2.10
C 2.85 0.19 -0.08
C 1.55 0.20 -0.23
C 1.05 -0.79 1.89
C -0.66 0.35 0.70
C -1.58 -0.59 0.35
C -2.04 -2.47 -1.23
C -0.99 2.56 -0.33
C -1.32 -2.00 0.03
C -0.79 1.83 1.01
N 0.68 -0.14 0.72
O 0.27 -1.25 2.72
O 0.40 2.31 1.59
I -3.60 -0.05 0.33
H 4.33 -0.21 1.42
H 2.75 -0.86 3.17
H 3.58 0.59 -0.82
H 1.07 0.68 -1.05
H -3.13 -2.29 -1.20
H -1.62 -2.02 -2.07
H -1.75 -3.58 -1.38
H -1.09 3.72 -0.16
H -0.18 2.45 -1.06
H -1.86 2.17 -0.91
H -0.31 -2.20 0.17
H -1.85 -2.54 0.80
H -1.77 1.94 1.54
H 0.85 1.70 2.13
*
```

Mulliken population analysis, charges in e, atoms 1 to 8: number 1, C, carries -0.10; number 2, C, carries -0.88; number 3, C, carries -0.77; number 4, C, carries -0.23; number 5, C, carries 0.74; number 6, C, carries -0.14; number 7, C, carries -0.05; number 8, C, carries -1.35